DFT (ωB97M-V/def2-TZVPD) results for a structure of composition C7H8F2O4P.

The spin multiplicity is 1. The calculated total energy comes out at -1113.2525 hartree. As for the total charge: +1. The LUMO energy is -6.2148 eV. The HOMO energy comes out at -14.910 eV.

Element x y z (Å)
C -2.26 0.86 -0.18
C -2.17 0.20 1.24
C -0.17 -0.29 -0.77
C -0.17 -0.95 0.47
C 0.56 -0.70 -2.06
C 0.80 1.51 1.29
C 1.26 0.96 0.01
O -3.13 1.60 -0.47
O -2.92 0.39 2.12
O -1.27 0.48 -1.08
O -1.08 -0.66 1.42
F 2.12 -2.05 0.45
F 0.21 -3.46 -0.25
P 0.68 -2.58 1.02
H 0.64 -1.76 -2.05
H 1.45 -0.18 -2.15
H -0.23 -0.47 -2.88
H 1.52 2.34 1.25
H 0.84 0.85 2.03
H -0.17 1.94 1.23
H 2.14 0.29 0.18
H 1.34 1.70 -0.83

Atom charges from the Mulliken analysis, given in e for atoms 1 to 8: 0.41 0.48 1.30 -0.27 -0.97 -1.27 -0.35 -0.40